{"formula": "C22H29FN4O2", "method": "wB97M-V/def2-TZVPD", "spin_multiplicity": 1, "de_lowest_ev": 0.0000, "homo_lumo_gap_ha": 0.348, "e_tot_ha": -1325.149730, "smiles": "Cc1cc(C)n(CCN(C)C(=O)[C@@H]2CCC(=O)N(CCc3cccc(F)c3)C2)n1", "total_charge": 0, "species": ["C", "C", "C", "C", "C", "N", "C", "C", "N", "C", "C", "O", "C", "C", "C", "C", "O", "N", "C", "C", "C", "C", "C", "C", "C", "F", "C", "C", "N", "H", "H", "H", "H", "H", "H", "H", "H", "H", "H", "H", "H", "H", "H", "H", "H", "H", "H", "H", "H", "H", "H", "H", "H", "H", "H", "H", "H", "H"], "xyz": [[3.82, -0.01, -4.34], [3.33, 0.64, -3.10], [2.22, 1.50, -2.95], [2.18, 1.82, -1.61], [1.24, 2.68, -0.85], [3.23, 1.17, -1.04], [3.59, 1.13, 0.35], [3.57, -0.32, 0.89], [2.45, -1.08, 0.37], [2.80, -2.17, -0.50], [1.21, -0.67, 0.71], [1.05, 0.25, 1.50], [0.02, -1.38, 0.06], [-0.02, -1.14, -1.46], [-1.35, -0.53, -1.91], [-1.67, 0.70, -1.08], [-1.93, 1.79, -1.55], [-1.61, 0.46, 0.25], [-1.83, 1.53, 1.19], [-3.31, 1.62, 1.62], [-3.76, 0.36, 2.28], [-3.42, 0.08, 3.60], [-3.80, -1.11, 4.20], [-4.52, -2.05, 3.50], [-4.86, -1.76, 2.19], [-5.57, -2.68, 1.48], [-4.50, -0.58, 1.57], [-1.28, -0.87, 0.71], [3.92, 0.45, -1.93], [4.72, -0.58, -4.13], [4.05, 0.74, -5.10], [3.06, -0.68, -4.75], [1.55, 1.83, -3.71], [0.36, 2.88, -1.46], [1.71, 3.63, -0.59], [0.92, 2.19, 0.07], [4.60, 1.54, 0.49], [2.88, 1.73, 0.91], [4.48, -0.83, 0.58], [3.52, -0.28, 1.98], [1.92, -2.75, -0.79], [3.28, -1.78, -1.41], [3.50, -2.84, 0.01], [0.09, -2.45, 0.29], [0.78, -0.45, -1.75], [0.13, -2.07, -2.01], [-1.30, -0.23, -2.96], [-2.16, -1.25, -1.80], [-1.18, 1.38, 2.05], [-1.56, 2.46, 0.69], [-3.91, 1.82, 0.74], [-3.40, 2.46, 2.31], [-2.85, 0.81, 4.16], [-3.52, -1.31, 5.23], [-4.83, -2.98, 3.94], [-4.78, -0.40, 0.55], [-2.09, -1.57, 0.49], [-1.15, -0.83, 1.80]]}